1.
The following is a DFT calculation (the ωB97M-V functional and the def2-TZVPD basis) of a cluster of 10 separate species, C14H37F3IN10O18P in total.

Computed properties:
LUMO: -0.22 eV
Largest force on an atom: 0.56 eV Å⁻¹
SMILES: C[C@@H](I)CP(CN)C(F)(F)F.C[N+](=O)[O-].C[N+](=O)[O-].C[N+](=O)[O-].C[N+](=O)[O-].C[N+](=O)[O-].C[N+](=O)[O-].C[N+](=O)[O-].C[N+](=O)[O-].C[N+](=O)[O-]
HOMO: -9.010 eV

The geometry in ORCA input format:
```
! RIJCOSX wB97M-V def2-TZVPD def2/J DEFGRID3
* xyz 0 1
C 3.57 -3.59 -2.11
C 3.61 -2.11 -2.53
I 3.54 -0.85 -0.79
C 4.79 -1.73 -3.44
P 4.25 -1.69 -5.21
C 5.58 -0.75 -6.07
N 5.11 -0.14 -7.31
C 4.72 -3.41 -5.80
F 4.31 -3.54 -7.10
F 4.10 -4.39 -5.09
F 6.04 -3.71 -5.79
H 3.70 -3.72 -1.04
H 4.36 -4.15 -2.62
H 2.62 -4.04 -2.40
H 2.69 -1.86 -3.06
H 5.18 -0.74 -3.21
H 5.61 -2.45 -3.30
H 6.43 -1.41 -6.28
H 5.95 0.00 -5.38
H 4.24 -0.54 -7.64
H 5.03 0.86 -7.24
C -0.14 -0.84 1.64
N 0.60 -2.09 1.96
O 0.90 -2.83 1.06
O 0.85 -2.29 3.13
H -0.28 -0.79 0.57
H -1.08 -0.87 2.18
H 0.47 -0.01 2.00
C -4.09 -0.10 4.41
N -3.09 0.93 4.06
O -2.21 0.65 3.27
O -3.22 2.02 4.58
H -3.85 -1.01 3.86
H -4.03 -0.25 5.48
H -5.06 0.29 4.13
C -2.98 4.55 2.81
N -3.76 5.62 2.12
O -4.97 5.48 2.12
O -3.16 6.52 1.59
H -3.68 3.83 3.20
H -2.32 4.11 2.07
H -2.40 5.02 3.60
C 2.58 -2.77 -10.53
N 1.97 -1.60 -9.85
O 2.52 -1.18 -8.85
O 0.96 -1.14 -10.34
H 3.46 -3.07 -9.98
H 1.83 -3.56 -10.54
H 2.82 -2.46 -11.54
C -2.10 2.12 8.96
N -3.19 1.83 7.99
O -3.18 0.76 7.43
O -4.02 2.69 7.82
H -1.44 1.26 9.00
H -1.58 3.01 8.61
H -2.57 2.31 9.92
C -6.83 1.35 8.87
N -7.30 -0.04 9.13
O -7.43 -0.39 10.29
O -7.53 -0.73 8.16
H -6.68 1.84 9.82
H -5.92 1.28 8.30
H -7.60 1.85 8.29
C -7.13 3.20 1.06
N -6.24 2.12 1.57
O -5.87 1.27 0.80
O -5.93 2.18 2.74
H -7.32 3.02 0.01
H -8.05 3.17 1.64
H -6.61 4.14 1.21
C 8.11 1.19 -0.24
N 7.21 0.86 -1.37
O 7.39 -0.19 -1.96
O 6.34 1.66 -1.63
H 8.83 0.38 -0.13
H 8.59 2.13 -0.47
H 7.49 1.29 0.65
C -0.30 -2.52 -3.34
N -0.74 -1.27 -2.65
O -0.03 -0.82 -1.79
O -1.80 -0.80 -3.01
H 0.64 -2.83 -2.90
H -1.07 -3.26 -3.18
H -0.19 -2.29 -4.39
*
```

---

2.
The following is a DFT calculation (the ωB97M-V functional and the def2-TZVPD basis) of a cluster of 5 separate species, C14H37F3N3O9S in total in a non-equilibrium geometry.

Computed properties:
LUMO: -2.38 eV
Largest force on an atom: 3.76 eV Å⁻¹
HOMO: -12.013 eV

The geometry in ORCA input format:
```
! RIJCOSX wB97M-V def2-TZVPD def2/J DEFGRID3
* xyz 1 1
C 5.15 2.40 -3.16
C 4.55 1.74 -1.97
C 4.62 2.55 -0.69
O 4.38 1.70 0.34
C 4.58 2.32 1.60
N 3.12 1.23 -2.20
H 2.86 0.57 -1.48
H 2.50 2.00 -2.22
H 3.12 0.76 -3.12
H 5.23 1.68 -3.92
H 6.19 2.67 -2.81
H 4.52 3.21 -3.39
H 5.13 0.85 -1.84
H 3.92 3.36 -0.74
H 5.65 3.00 -0.64
H 4.56 1.56 2.38
H 3.81 3.08 1.90
H 5.51 2.84 1.50
C -3.53 2.80 -0.99
C -3.11 3.01 0.46
C -4.23 2.78 1.46
O -3.73 2.88 2.84
C -3.52 4.22 3.29
N -1.95 2.25 0.88
H -0.81 2.85 0.07
H -1.75 2.63 1.80
H -2.19 1.28 1.06
H -4.57 2.52 -1.05
H -2.99 2.03 -1.57
H -3.29 3.76 -1.48
H -3.16 4.08 0.56
H -4.78 1.81 1.24
H -4.89 3.61 1.27
H -3.64 4.15 4.37
H -4.31 4.81 2.82
H -2.55 4.62 3.01
C -2.17 -5.01 -1.23
C -2.31 -4.93 0.31
C -1.42 -5.96 1.10
O -1.59 -5.49 2.39
C -1.41 -6.44 3.46
N -1.75 -3.58 0.81
H -1.33 -3.70 1.70
H -1.13 -3.06 0.19
H -2.52 -2.94 0.88
H -1.15 -4.94 -1.62
H -2.78 -4.27 -1.74
H -2.56 -5.99 -1.58
H -3.38 -4.93 0.54
H -0.45 -6.05 0.70
H -1.87 -6.94 1.07
H -1.68 -5.86 4.37
H -0.36 -6.76 3.70
H -2.08 -7.25 3.30
O 0.64 1.49 -1.28
C 0.90 2.80 -0.96
O 0.06 3.40 -0.17
O 1.87 3.34 -1.44
H -0.06 1.06 -0.81
C 1.15 -1.56 -2.45
F 0.50 -2.62 -2.88
F 2.43 -1.74 -2.83
F 0.73 -0.54 -3.21
S 0.89 -1.31 -0.71
O -0.42 -0.71 -0.70
O 0.87 -2.66 -0.15
O 2.01 -0.49 -0.33
*
```

---

3.
The following is a DFT calculation (the ωB97M-V functional and the def2-TZVPD basis) of a structure of composition C14H38N6O6Zn in a non-equilibrium geometry.

Computed properties:
LUMO: -4.76 eV
Largest force on an atom: 6.09 eV Å⁻¹
HOMO: -15.004 eV

The geometry in ORCA input format:
```
! RIJCOSX wB97M-V def2-TZVPD def2/J DEFGRID3
* xyz 2 1
Zn 0.65 -0.29 -0.17
C -0.34 1.11 -2.83
O -0.11 0.80 -1.67
N 0.58 1.47 -3.63
N -1.48 0.94 -3.40
H 0.22 1.83 -4.50
H 1.49 1.72 -3.26
H -2.20 0.35 -3.02
H -1.64 1.41 -4.28
C 3.25 1.69 -0.10
O 2.27 0.97 -0.07
N 3.65 2.49 -0.99
N 3.96 1.80 0.98
H 4.51 2.98 -0.82
H 3.14 2.55 -1.86
H 4.80 2.34 0.83
H 3.81 1.22 1.80
C 2.64 -2.41 1.27
O 1.71 -1.34 1.18
C 1.26 -0.93 2.46
C 0.67 0.52 2.41
N -0.25 0.75 1.27
C -0.55 2.21 1.27
C -1.67 2.62 0.32
O -2.57 1.49 0.13
C -3.80 1.99 -0.38
H 2.34 -3.37 1.71
H 3.59 -2.11 1.71
H 2.97 -2.66 0.26
H 1.93 -1.12 3.30
H 0.46 -1.62 2.75
H 1.47 1.26 2.30
H 0.20 0.79 3.35
H -1.14 0.34 1.53
H 0.37 2.70 0.95
H -0.72 2.57 2.28
H -1.31 2.97 -0.64
H -2.15 3.46 0.82
H -4.23 1.07 -0.77
H -3.72 2.57 -1.30
H -4.43 2.42 0.40
C 2.61 -1.12 -2.34
O 1.53 -1.52 -1.48
C 0.56 -2.33 -2.16
C -0.35 -2.82 -1.09
N -0.97 -1.71 -0.35
C -1.86 -2.39 0.68
C -2.87 -1.49 1.34
O -2.20 -0.72 2.29
C -2.96 -0.11 3.32
H 3.16 -1.99 -2.71
H 3.26 -0.41 -1.83
H 2.27 -0.71 -3.29
H 0.84 -3.19 -2.76
H -0.01 -1.80 -2.92
H 0.19 -3.54 -0.47
H -1.11 -3.39 -1.62
H -1.62 -1.37 -1.04
H -1.29 -2.97 1.40
H -2.44 -3.16 0.17
H -3.64 -2.12 1.81
H -3.32 -0.76 0.67
H -3.70 0.59 2.94
H -2.26 0.41 3.98
H -3.44 -0.92 3.87
*
```

---

4.
The following is a DFT calculation (the ωB97M-V functional and the def2-TZVPD basis) of a cluster of 5 separate species, C14H38O5 in total in a non-equilibrium geometry.

Computed properties:
LUMO: 0.53 eV
Energy relative to the best compared isomer or geometry (same formula, charge and spin): 0.0 kcal/mol
Largest force on an atom: 1.40 eV Å⁻¹
SMILES: CC(C)O.CC(C)O.CC(C)O.CC(C)O.CCO
HOMO: -9.766 eV

The geometry in ORCA input format:
```
! RIJCOSX wB97M-V def2-TZVPD def2/J DEFGRID3
* xyz 0 1
C -0.73 0.87 -1.15
C -1.36 -0.37 -0.52
O -0.33 -1.13 0.12
H -1.52 1.51 -1.52
H 0.01 0.55 -1.87
H -0.25 1.35 -0.30
H -1.87 -1.01 -1.24
H -2.09 -0.07 0.25
H -0.75 -1.73 0.75
C -2.73 4.67 -2.89
C -2.19 5.98 -2.31
C -0.97 5.75 -1.42
O -1.91 6.81 -3.42
H -3.78 4.78 -3.17
H -2.69 3.81 -2.23
H -2.20 4.40 -3.80
H -2.98 6.40 -1.68
H -0.45 6.70 -1.28
H -0.28 5.00 -1.81
H -1.29 5.37 -0.45
H -1.34 7.54 -3.17
C -3.65 -3.61 -0.29
C -2.59 -4.52 0.29
C -1.48 -4.83 -0.71
O -1.92 -3.89 1.39
H -4.37 -3.31 0.49
H -4.22 -4.12 -1.07
H -3.21 -2.68 -0.64
H -3.01 -5.47 0.64
H -1.84 -5.33 -1.61
H -0.74 -5.47 -0.23
H -0.99 -3.90 -0.99
H -2.57 -3.46 1.95
C 2.74 1.88 2.83
C 2.67 1.49 1.37
C 2.21 2.64 0.47
O 3.99 1.11 0.97
H 1.76 1.73 3.31
H 2.98 2.92 3.02
H 3.41 1.22 3.37
H 1.99 0.65 1.25
H 2.15 2.32 -0.57
H 2.88 3.49 0.62
H 1.19 2.97 0.70
H 3.99 0.92 0.03
C 2.95 -4.13 0.38
C 2.63 -3.65 1.79
C 2.52 -2.13 1.87
O 1.42 -4.28 2.23
H 3.29 -5.16 0.42
H 3.73 -3.52 -0.08
H 2.07 -4.10 -0.26
H 3.41 -4.03 2.46
H 2.04 -1.81 0.94
H 3.53 -1.71 1.93
H 2.05 -1.70 2.75
H 0.68 -3.69 2.06
*
```